# 1
{
  "formula": "C4H4N2O2",
  "method": "ωB97M-V/def2-TZVPD",
  "species": ["C", "C", "C", "C", "H", "H", "H", "H", "N", "N", "O", "O"],
  "xyz": [[0.2180, -0.0669, -0.5670], [-1.9846, 0.0616, 0.0612], [0.8124, 1.1358, -0.1750], [1.3896, 2.1105, 0.2504], [1.9349, -0.8260, 1.0385], [1.9466, -2.4396, 0.5562], [-2.9889, 0.2137, -0.4247], [1.8702, 2.9910, 0.5506], [1.7946, -1.3863, 0.2559], [0.5918, -1.2573, -0.3223], [-1.0862, 0.0494, -1.0246], [-1.6737, -0.1594, 1.1904]],
  "atomic_forces_ev_per_a": [[-1.13, -1.36, 0.22], [0.16, -0.64, -1.47], [1.48, 1.62, 0.79], [-0.87, -1.37, -0.76], [0.34, 1.51, 1.52], [-0.50, 3.01, -0.92], [0.64, 0.01, 0.90], [0.32, 0.57, 0.26], [1.26, -4.88, -0.21], [-0.23, 0.65, -0.64], [-0.89, 0.39, 0.93], [-0.57, 0.49, -0.62]],
  "total_energy_ev": -11284.30263,
  "max_force_ev_per_a": 5.04,
  "total_charge": 0,
  "smiles": "C#C/C(=N\\N)OC=O"
}

---

# 2
{
  "formula": "C29H39NPt",
  "method": "ωB97M-V/def2-TZVPD",
  "species": ["Pt", "C", "C", "C", "C", "C", "C", "C", "C", "C", "C", "C", "C", "C", "C", "C", "C", "C", "H", "H", "H", "H", "H", "H", "H", "H", "H", "H", "H", "H", "H", "H", "H", "H", "H", "H", "H", "H", "H", "H", "H", "H", "H", "H", "H", "H", "H", "N", "C", "C", "C", "C", "C", "C", "C", "C", "C", "C", "C", "C", "H", "H", "H", "H", "H", "H", "H", "H", "H", "H"],
  "xyz": [[-0.0346, 0.3943, -0.2788], [-0.6748, 0.1108, 1.8338], [0.5033, -0.6522, 1.6085], [0.0683, -1.8118, 0.8244], [-1.3484, -1.7285, 0.7100], [-1.8244, -0.5871, 1.3285], [-3.2466, -0.0868, 1.3961], [-3.6627, 0.0215, 2.8705], [-3.3499, 1.2958, 0.7376], [-4.1916, -1.0501, 0.6779], [0.8404, -2.9298, 0.1355], [-0.1178, -3.7806, -0.7124], [1.4738, -3.8790, 1.1658], [1.8962, -2.3916, -0.8436], [1.7405, -0.3769, 2.4749], [1.5814, -1.1814, 3.7760], [3.0976, -0.7094, 1.8500], [1.8022, 1.1141, 2.8480], [-0.7273, 0.9925, 2.4510], [-1.9553, -2.4225, 0.1461], [-3.0513, 0.7575, 3.3992], [-3.5524, -0.9397, 3.3785], [-4.7076, 0.3340, 2.9477], [-2.6599, 2.0066, 1.1971], [-4.3664, 1.6868, 0.8465], [-3.1057, 1.2370, -0.3252], [-4.1653, -2.0460, 1.1290], [-3.9283, -1.1419, -0.3794], [-5.2176, -0.6797, 0.7375], [-0.8730, -4.2783, -0.0988], [0.4540, -4.5540, -1.2287], [-0.6222, -3.1750, -1.4697], [0.7076, -4.2824, 1.8328], [2.2317, -3.3989, 1.7818], [1.9478, -4.7186, 0.6501], [1.4056, -1.8424, -1.6493], [2.4486, -3.2286, -1.2822], [2.6105, -1.7239, -0.3743], [1.5699, -2.2548, 3.5872], [0.6440, -0.9186, 4.2715], [2.4068, -0.9639, 4.4617], [3.2133, -1.7623, 1.6075], [3.8866, -0.4513, 2.5602], [3.2757, -0.1347, 0.9369], [0.9941, 1.4051, 3.5196], [1.7478, 1.7465, 1.9604], [2.7412, 1.3221, 3.3663], [2.0251, 1.4162, -0.9995], [1.6646, 2.7095, -1.4726], [2.2263, 3.8389, -0.8912], [1.8364, 5.1038, -1.3034], [0.8887, 5.2390, -2.3032], [0.3284, 4.1075, -2.8780], [0.6925, 2.8229, -2.4772], [0.0403, 1.6297, -3.0895], [-0.1768, 1.6495, -4.4710], [-0.8508, 0.6161, -5.1004], [-1.3239, -0.4440, -4.3448], [-1.1008, -0.4715, -2.9768], [-0.4054, 0.5402, -2.3045], [2.7821, 1.4442, -0.3366], [2.2315, 0.7621, -1.7407], [2.9761, 3.7226, -0.1144], [2.2755, 5.9807, -0.8423], [0.5724, 6.2227, -2.6273], [-0.4378, 4.2106, -3.6361], [0.1983, 2.4817, -5.0540], [-1.0067, 0.6395, -6.1723], [-1.8622, -1.2541, -4.8252], [-1.4799, -1.3094, -2.4028]],
  "atomic_forces_ev_per_a": [[-0.40, -0.57, -0.27], [-0.07, 0.15, 0.39], [0.19, -0.05, 0.33], [0.20, 0.21, -0.30], [-0.19, -0.25, -0.12], [-0.10, 0.39, -0.14], [-0.03, -0.02, 0.00], [0.01, 0.02, 0.04], [-0.03, 0.02, 0.02], [0.00, -0.03, -0.03], [0.05, -0.12, 0.02], [-0.02, -0.04, -0.01], [0.02, -0.02, 0.01], [0.02, -0.08, -0.01], [0.04, 0.06, -0.07], [0.03, 0.02, 0.03], [0.02, -0.04, -0.08], [-0.04, -0.02, 0.06], [-0.02, -0.02, 0.06], [0.06, 0.14, 0.09], [-0.02, -0.04, -0.02], [-0.01, 0.03, -0.02], [0.04, 0.00, -0.01], [-0.02, -0.01, 0.00], [0.05, -0.02, -0.02], [-0.01, 0.00, 0.02], [0.00, 0.05, -0.02], [-0.01, 0.01, 0.05], [0.03, -0.01, 0.00], [0.05, 0.02, -0.04], [0.00, 0.01, 0.01], [0.05, -0.06, 0.05], [0.02, 0.02, -0.02], [-0.03, -0.01, -0.02], [-0.01, 0.02, 0.02], [-0.02, -0.02, -0.02], [-0.01, 0.03, 0.02], [0.03, 0.01, 0.04], [0.00, -0.02, -0.02], [0.03, 0.00, -0.02], [-0.05, -0.01, -0.04], [0.00, 0.03, 0.01], [-0.02, -0.01, -0.01], [-0.03, -0.04, 0.08], [0.01, -0.01, -0.02], [0.00, 0.03, -0.04], [-0.03, -0.02, -0.01], [-0.05, 0.22, -0.03], [-0.07, 0.01, -0.04], [-0.01, -0.08, -0.02], [0.05, 0.07, 0.06], [-0.06, 0.04, -0.06], [0.03, -0.10, 0.06], [0.05, 0.01, 0.11], [-0.04, -0.07, -0.06], [0.00, -0.08, 0.11], [0.03, 0.07, -0.07], [-0.07, -0.10, -0.06], [0.04, -0.01, 0.09], [0.17, 0.39, -0.02], [0.16, 0.04, 0.10], [0.01, -0.08, -0.14], [-0.03, 0.00, -0.03], [-0.02, -0.05, -0.02], [0.02, -0.03, 0.01], [0.01, 0.02, 0.01], [0.00, 0.01, -0.03], [0.01, 0.01, 0.02], [0.02, 0.03, 0.04], [-0.03, -0.02, -0.01]],
  "total_energy_ev": -35441.77371,
  "s2": 2.01,
  "max_force_ev_per_a": 0.75,
  "total_charge": 0,
  "multiplicity": 3
}

---

# 3
{
  "formula": "C24H16Cl6N4O3Ti",
  "method": "ωB97M-V/def2-TZVPD",
  "species": ["Ti", "Cl", "C", "C", "C", "C", "O", "C", "C", "N", "C", "C", "C", "C", "C", "C", "C", "C", "N", "C", "C", "H", "H", "H", "H", "H", "H", "H", "H", "H", "H", "C", "O", "C", "O", "N", "N", "H", "H", "H", "H", "H", "H", "Cl", "C", "C", "C", "Cl", "C", "Cl", "C", "Cl", "C", "Cl"],
  "xyz": [[-0.0423, -0.2966, -0.5044], [-2.2196, -2.2451, 6.1455], [-1.6185, -1.5380, 4.6828], [-1.2847, -0.1823, 4.6643], [-0.7953, 0.4090, 3.5193], [-0.6496, -0.3538, 2.3622], [-0.1527, 0.1896, 1.2519], [-0.9857, -1.7171, 2.3710], [-0.7815, -2.5882, 1.2341], [-0.4669, -2.2073, 0.0437], [-0.1141, -3.1672, -0.9908], [-0.3744, -4.5022, -0.9015], [0.0360, -5.3981, -1.9182], [0.6970, -4.9397, -3.0137], [0.9479, -3.5510, -3.1573], [1.5853, -3.0208, -4.3046], [1.7606, -1.6777, -4.4327], [1.2780, -0.8475, -3.4042], [0.6926, -1.3019, -2.3246], [0.5319, -2.6567, -2.1600], [-1.4628, -2.3051, 3.5554], [-1.4121, 0.4005, 5.5667], [-0.5347, 1.4575, 3.4972], [-0.8649, -3.6519, 1.4449], [-0.9100, -4.9070, -0.0548], [-0.1849, -6.4506, -1.8099], [1.0215, -5.6145, -3.7946], [1.9195, -3.7014, -5.0778], [2.2347, -1.2401, -5.2984], [1.3598, 0.2301, -3.4913], [-1.7125, -3.3578, 3.5798], [4.7147, -1.1766, 0.5623], [4.2549, 0.0698, -0.0212], [2.9688, 0.1424, -0.2853], [2.1566, -0.7489, -0.0663], [2.6356, 1.3295, -0.8566], [1.2610, 1.6060, -0.9772], [5.7951, -1.1335, 0.4938], [4.3159, -2.0152, -0.0005], [4.3912, -1.2220, 1.5989], [3.2927, 2.0941, -0.8191], [1.0877, 2.1030, -1.8454], [0.9413, 2.2064, -0.2184], [-1.3525, 2.9230, 0.2111], [-2.3231, 1.9364, -0.9026], [-1.9190, 0.6515, -1.2473], [-2.7973, 0.0068, -2.1088], [-2.4535, -1.6488, -2.5963], [-3.9657, 0.5637, -2.6234], [-4.9849, -0.2968, -3.7073], [-4.3137, 1.8580, -2.2409], [-5.7430, 2.5878, -2.8434], [-3.4861, 2.5535, -1.3590], [-3.9258, 4.1429, -0.8724]],
  "atomic_forces_ev_per_a": [[0.72, 1.68, -0.43], [0.02, 0.01, -0.05], [-0.02, -0.03, 0.02], [-0.01, 0.08, 0.06], [-0.12, -0.14, 0.06], [0.21, 0.09, -0.36], [-0.30, -0.15, 0.66], [-0.08, -0.44, -0.05], [0.00, 0.04, 0.26], [0.19, -0.87, -0.69], [-0.17, 0.44, 0.51], [0.08, -0.28, -0.20], [-0.11, 0.11, 0.21], [0.08, 0.14, -0.08], [0.02, -0.22, -0.15], [-0.01, -0.15, 0.01], [-0.06, 0.17, 0.13], [-0.04, 0.06, -0.15], [-0.17, -0.50, 0.39], [-0.07, 0.03, 0.05], [0.00, 0.10, 0.07], [0.01, 0.01, -0.01], [0.01, 0.01, -0.01], [-0.02, 0.03, 0.05], [0.00, 0.00, 0.00], [0.00, 0.00, 0.00], [0.00, 0.00, 0.00], [0.00, 0.00, 0.00], [0.00, 0.00, -0.01], [0.03, -0.02, -0.02], [0.00, -0.01, -0.01], [-0.04, 0.17, -0.04], [-0.03, -0.09, -0.05], [0.12, -0.02, 0.10], [-0.15, 0.02, -0.10], [-0.13, 0.00, -0.09], [-0.01, -0.05, -0.02], [0.00, -0.02, 0.02], [0.03, -0.03, 0.01], [0.00, -0.05, 0.00], [0.03, 0.00, 0.04], [-0.01, -0.04, -0.03], [-0.06, 0.04, 0.01], [-0.07, -0.29, -0.21], [0.09, 0.45, 0.28], [0.28, -0.10, 0.00], [-0.13, -0.42, -0.27], [-0.06, 0.22, 0.09], [-0.08, 0.12, 0.01], [0.06, -0.02, 0.04], [0.06, 0.01, 0.04], [0.03, -0.03, 0.01], [-0.13, -0.02, -0.09], [0.03, -0.04, -0.01]],
  "total_energy_ev": -135498.22412,
  "s2": 0.76,
  "max_force_ev_per_a": 1.88,
  "total_charge": 1,
  "multiplicity": 2
}

---

# 4
{
  "formula": "C31H30N2PSe3TcTe2",
  "method": "ωB97M-V/def2-TZVPD",
  "species": ["Tc", "Se", "Te", "Te", "Se", "N", "C", "C", "C", "C", "C", "C", "H", "H", "H", "H", "H", "Se", "C", "C", "C", "C", "C", "C", "H", "H", "H", "H", "H", "C", "C", "C", "C", "N", "C", "C", "H", "H", "H", "H", "H", "H", "H", "C", "P", "C", "C", "C", "C", "C", "C", "C", "C", "C", "C", "C", "C", "H", "H", "H", "H", "H", "H", "H", "H", "H", "H", "H", "H", "H"],
  "xyz": [[0.8171, 0.8795, 0.0461], [2.9237, 1.3017, -0.3513], [4.4941, 0.8529, -2.2016], [4.2400, 3.2013, 0.5527], [-0.3259, 2.8222, -0.6386], [-0.3849, -0.5110, -0.8447], [-1.5074, -0.7174, -1.6366], [-2.4633, -1.6881, -1.3084], [-3.5206, -1.9600, -2.1625], [-3.6817, -1.2503, -3.3433], [-2.7978, -0.2185, -3.6287], [-1.7314, 0.0493, -2.7882], [-2.3711, -2.2385, -0.3812], [-4.2242, -2.7415, -1.8977], [-4.4918, -1.4887, -4.0213], [-2.9337, 0.3880, -4.5165], [-1.0429, 0.8488, -3.0289], [-2.2078, 1.8369, 0.1177], [-3.5307, 3.1790, -0.1813], [-3.2185, 4.5261, -0.3188], [-4.2330, 5.4492, -0.5341], [-5.5557, 5.0370, -0.6021], [-5.8645, 3.6913, -0.4680], [-4.8574, 2.7611, -0.2598], [-2.1933, 4.8656, -0.2651], [-3.9797, 6.4962, -0.6503], [-6.3448, 5.7611, -0.7648], [-6.8927, 3.3565, -0.5399], [-5.0920, 1.7065, -0.1720], [0.3377, 0.8324, 6.2984], [0.5526, 0.9496, 4.8201], [1.7102, 1.4826, 4.2722], [1.8866, 1.5271, 2.9045], [0.9647, 1.0733, 2.0427], [-0.1735, 0.5700, 2.5673], [-0.4073, 0.4899, 3.9183], [1.1511, 1.2996, 6.8511], [0.2795, -0.2189, 6.5864], [-0.6008, 1.3055, 6.5914], [2.4990, 1.8706, 4.9037], [2.7923, 1.9363, 2.4693], [-0.8956, 0.1667, 1.8704], [-1.3361, 0.0544, 4.2644], [0.2500, -3.0253, -0.1340], [1.0356, -1.3946, -0.5285], [2.5307, -1.8773, 0.6085], [3.8525, -2.0460, 0.2019], [4.8517, -2.2503, 1.1484], [4.5504, -2.2865, 2.5000], [3.2357, -2.1139, 2.9154], [2.2413, -1.9018, 1.9743], [1.6435, -1.6996, -2.2173], [2.1342, -2.9423, -2.6097], [2.4152, -3.1899, -3.9444], [2.1977, -2.2100, -4.9003], [1.7412, -0.9596, -4.5156], [1.4755, -0.7083, -3.1800], [1.0107, -3.7952, -0.0146], [-0.4170, -3.2852, -0.9567], [-0.3327, -2.9757, 0.7881], [4.1072, -2.0149, -0.8483], [5.8765, -2.3672, 0.8153], [5.3355, -2.4358, 3.2315], [2.9893, -2.1272, 3.9716], [1.2167, -1.7495, 2.3033], [2.3090, -3.7103, -1.8666], [2.8062, -4.1574, -4.2369], [2.4005, -2.4172, -5.9442], [1.6055, -0.1740, -5.2474], [1.1484, 0.2799, -2.8848]],
  "atomic_forces_ev_per_a": [[-0.08, -3.07, -0.50], [2.79, 1.61, -0.66], [0.09, -0.62, -0.63], [-0.02, 0.49, 0.66], [-0.02, 1.56, -0.64], [-0.23, 0.34, -0.16], [-0.07, 0.16, -0.25], [0.08, 0.01, -0.07], [-0.04, -0.04, 0.02], [-0.11, 0.03, 0.02], [0.05, 0.00, 0.00], [0.09, -0.16, -0.11], [0.06, 0.01, 0.00], [-0.01, 0.01, -0.01], [-0.03, 0.05, 0.03], [0.00, -0.04, -0.02], [0.00, 0.02, 0.09], [-1.62, 0.06, 0.41], [-0.10, -0.03, 0.04], [-0.19, 0.08, -0.05], [0.02, -0.05, 0.01], [-0.09, 0.14, -0.04], [-0.01, -0.14, 0.05], [-0.02, 0.17, -0.01], [0.07, -0.08, 0.01], [-0.03, 0.01, 0.02], [0.01, 0.00, -0.02], [0.00, 0.03, 0.02], [-0.02, 0.00, -0.03], [0.02, 0.06, -0.01], [0.08, 0.02, -0.17], [-0.13, -0.06, 0.27], [0.04, -0.06, -0.50], [-0.48, 0.33, 1.52], [0.06, -0.19, 0.49], [0.05, -0.04, 0.03], [-0.01, -0.02, 0.03], [0.01, 0.01, 0.03], [0.01, 0.00, 0.01], [0.01, -0.02, 0.01], [-0.05, 0.05, 0.02], [-0.03, 0.10, -0.09], [-0.01, 0.01, 0.00], [-0.25, 0.06, -0.01], [0.00, -0.80, 0.41], [-0.08, 0.30, -0.28], [-0.08, -0.16, 0.14], [0.07, 0.02, -0.12], [0.06, 0.01, 0.09], [-0.06, 0.04, 0.01], [0.10, -0.15, -0.07], [-0.01, 0.06, -0.03], [0.02, 0.16, 0.05], [0.09, -0.20, 0.04], [0.04, 0.08, -0.10], [0.00, -0.10, 0.04], [0.02, -0.04, -0.05], [0.00, 0.01, 0.00], [-0.04, -0.03, 0.05], [0.01, 0.05, 0.01], [0.02, 0.04, -0.03], [0.01, -0.01, 0.03], [0.01, 0.00, -0.02], [0.01, -0.01, 0.00], [0.01, -0.01, 0.05], [-0.02, -0.05, -0.04], [-0.03, 0.00, -0.02], [0.02, 0.00, 0.01], [0.00, 0.00, 0.00], [-0.07, -0.04, 0.04]],
  "total_energy_ev": -257726.67474,
  "s2": 0.96,
  "max_force_ev_per_a": 3.29,
  "total_charge": -1,
  "multiplicity": 2
}